1.
{"formula": "C5H12O", "method": "ωB97M-V with the def2-TZVPD basis set", "de_lowest_kcal_mol": 17.4, "charge": 0, "spin_multiplicity": 1, "homo_ev": -10.01, "smiles": "C=CCCC.O", "symbols": ["C", "C", "C", "C", "C", "H", "H", "H", "H", "H", "H", "H", "H", "H", "H", "O", "H", "H"], "coordinates": [[2.2764, -0.2973, -0.7279], [1.0567, -0.8152, -0.5899], [-0.2286, -0.0652, -0.8021], [-1.2948, -0.3589, 0.2574], [-2.6281, 0.3046, -0.0802], [2.4188, 0.7471, -1.0044], [3.1748, -0.8919, -0.5853], [0.9576, -1.8681, -0.3173], [-0.6321, -0.3381, -1.7888], [-0.0248, 1.0135, -0.8384], [-1.4364, -1.4460, 0.3331], [-0.9340, -0.0210, 1.2377], [-2.9876, -0.0237, -1.0633], [-3.3995, 0.0582, 0.6565], [-2.5314, 1.3962, -0.1115], [2.0044, 0.8180, 2.1989], [1.9383, 0.1658, 1.4880], [2.2702, 1.6221, 1.7375]]}



2.
{"formula": "C29H30BrN4O6RhS", "method": "ωB97M-V with the def2-TZVPD basis set", "de_lowest_kcal_mol": 0.0, "charge": -2, "spin_multiplicity": 5, "homo_ev": [-0.06, -2.60], "symbols": ["Rh", "C", "C", "C", "N", "C", "C", "C", "C", "C", "C", "C", "N", "C", "C", "C", "N", "C", "C", "C", "C", "C", "C", "C", "N", "C", "C", "H", "H", "H", "H", "H", "H", "H", "H", "H", "H", "H", "H", "H", "H", "H", "H", "H", "H", "H", "H", "H", "H", "H", "H", "H", "H", "Br", "C", "C", "C", "C", "C", "C", "C", "O", "O", "H", "H", "H", "H", "O", "S", "O", "O", "O"], "coordinates": [[-0.7390, -0.5445, 0.1401], [0.3100, 1.7009, 2.4590], [1.7759, 1.4488, 2.1124], [2.1518, 0.1109, 1.4566], [1.4163, -0.1940, 0.2572], [1.9328, -1.0178, -0.6481], [3.1195, -1.7299, -0.4481], [3.8678, -2.5458, -1.3192], [3.7044, -2.7548, -2.6789], [2.6744, -2.3002, -3.5015], [1.5076, -1.6101, -3.1225], [1.0991, -1.1024, -1.8930], [-0.1041, -0.5332, -1.7167], [-0.9762, -0.2576, -2.8298], [-2.1011, 0.7052, -2.4509], [-3.1718, 0.0529, -1.5844], [-2.7046, -0.0975, -0.2266], [-3.4868, -0.6341, 0.6998], [-4.7684, -1.1202, 0.4035], [-5.7633, -1.6300, 1.2274], [-5.8246, -1.6601, 2.6090], [-4.8474, -1.2308, 3.5000], [-3.5551, -0.8093, 3.2517], [-2.8411, -0.6847, 2.0392], [-1.5370, -0.5252, 1.9761], [-0.6844, -0.5725, 3.1441], [-0.2799, 0.8431, 3.5804], [0.2200, 2.7524, 2.7439], [-0.2815, 1.5802, 1.5512], [2.0833, 2.2488, 1.4357], [2.3878, 1.5372, 3.0194], [3.2174, 0.1919, 1.2090], [2.0441, -0.7111, 2.1776], [3.5039, -1.6943, 0.5627], [4.7055, -3.0623, -0.8621], [4.4525, -3.3781, -3.1606], [2.7326, -2.5783, -4.5484], [0.7847, -1.5000, -3.9208], [-0.3858, 0.2151, -3.6237], [-1.4046, -1.1916, -3.2231], [-1.6718, 1.5458, -1.9017], [-2.5633, 1.0697, -3.3723], [-4.0644, 0.6926, -1.5850], [-3.4444, -0.9213, -2.0180], [-5.0177, -1.1355, -0.6483], [-6.6298, -2.0252, 0.7074], [-6.7399, -2.0434, 3.0489], [-5.1135, -1.2742, 4.5512], [-2.9890, -0.5997, 4.1484], [-1.1596, -1.0913, 3.9792], [0.1819, -1.1659, 2.8623], [-1.1829, 1.3464, 3.9450], [0.4226, 0.7670, 4.4190], [6.3379, 2.7403, -2.3725], [4.5046, 3.0112, -1.8743], [3.5704, 2.0355, -2.1678], [2.2517, 2.2565, -1.7914], [1.8770, 3.4187, -1.1346], [2.8367, 4.3904, -0.8802], [4.1645, 4.1914, -1.2339], [0.4011, 3.6336, -0.7170], [0.0848, 4.8206, -0.5034], [-0.3106, 2.6030, -0.6541], [3.8564, 1.1191, -2.6695], [1.4896, 1.5162, -1.9798], [2.5228, 5.3079, -0.3980], [4.9235, 4.9339, -1.0244], [-1.6090, -2.5861, -0.4095], [-0.5481, -3.4207, 0.2895], [0.2603, -4.1185, -0.7015], [0.3017, -2.4148, 1.0375], [-1.1785, -4.3205, 1.2515]]}



3.
{"formula": "C14H6ClF2N3O6S", "method": "ωB97M-V with the def2-TZVPD basis set", "de_lowest_kcal_mol": 3.6, "charge": 0, "spin_multiplicity": 1, "homo_ev": -8.89, "smiles": "O=c1c2c([N+](=O)[O-])cc([N+](=O)[O-])cc2sn1-c1ccc(OC(F)(F)Cl)cc1", "symbols": ["O", "C", "C", "C", "N", "O", "O", "C", "C", "N", "O", "O", "C", "C", "S", "N", "C", "C", "C", "C", "O", "C", "F", "F", "Cl", "C", "C", "H", "H", "H", "H", "H", "H"], "coordinates": [[0.5537, 1.1801, 1.4713], [0.1210, 0.8042, 0.3838], [0.5355, 1.4390, -0.9140], [1.1761, 2.6493, -1.2430], [1.5682, 3.5742, -0.2402], [2.6869, 4.0738, -0.3540], [0.7498, 3.8725, 0.6516], [1.4536, 2.9722, -2.6066], [1.0825, 2.1055, -3.6304], [1.2935, 2.4387, -4.9882], [0.9783, 1.6240, -5.8714], [1.7372, 3.5456, -5.2650], [0.5065, 0.8648, -3.2556], [0.2317, 0.5598, -1.9295], [-0.5757, -0.9017, -1.3903], [-0.6177, -0.3817, 0.2215], [-1.4677, -0.9796, 1.2005], [-1.8943, -0.3270, 2.3789], [-2.7013, -0.9471, 3.3077], [-3.1791, -2.2349, 3.0821], [-4.1183, -2.8272, 3.8539], [-3.8449, -3.1383, 5.2730], [-2.9369, -4.1496, 5.3534], [-3.4438, -2.0934, 6.0328], [-5.4008, -3.7841, 5.9701], [-2.8558, -2.8798, 1.8998], [-1.9636, -2.3068, 0.9678], [1.9164, 3.9182, -2.8769], [0.1607, 0.1354, -4.0118], [-1.6121, 0.7086, 2.6019], [-2.9307, -0.4615, 4.2352], [-3.2347, -3.8782, 1.6920], [-1.5959, -2.9118, 0.1149]]}